No. 1
{"formula": "C20H22BN8Pt", "method": "ωB97M-V with the def2-TZVPD basis set", "multiplicity": 1, "homo_ev": [-11.07, -11.07], "orbital_gap_ev": [7.45, 7.45], "lumo_energy_ev": [-3.621, -3.621], "charge": 1, "de_lowest_kcal_mol": 49.4, "elements": ["Pt", "B", "N", "C", "C", "C", "N", "N", "C", "C", "C", "N", "H", "H", "H", "H", "H", "H", "H", "H", "N", "C", "C", "C", "C", "C", "C", "C", "C", "N", "C", "H", "H", "H", "H", "H", "H", "H", "H", "N", "C", "C", "C", "C", "C", "N", "H", "H", "H", "H", "H", "H"], "coordinates": [[0.153553, 0.123683, 0.335363], [-0.902566, -1.510203, 3.447770], [-1.431966, -0.089640, 3.105206], [-2.041910, 0.694005, 3.995434], [-2.369110, 1.898970, 3.388424], [-1.907637, 1.763719, 2.088840], [-1.346342, 0.557360, 1.935725], [-0.565302, -2.328594, 2.184699], [-0.686512, -3.654899, 2.082048], [-0.031589, -4.081178, 0.938756], [0.474592, -2.916782, 0.382150], [0.146457, -1.877599, 1.152310], [-1.753631, -2.082543, 4.043320], [0.101847, -1.390467, 4.094371], [-2.215377, 0.366865, 4.999880], [-2.870456, 2.737717, 3.824326], [-1.983167, 2.439442, 1.259266], [-1.217495, -4.226583, 2.812232], [0.069544, -5.079964, 0.572446], [1.082135, -2.779844, -0.491447], [-0.101429, -0.484376, -2.028185], [0.488743, 0.519627, -2.819105], [1.001526, 0.277669, -4.072969], [1.530976, 1.320659, -4.841664], [1.528376, 2.605125, -4.371713], [1.063802, 2.885384, -3.070338], [1.052570, 4.184159, -2.520181], [0.642384, 4.353225, -1.223113], [0.317299, 3.225360, -0.454235], [0.266095, 2.009370, -0.950209], [0.584516, 1.823235, -2.256825], [-1.092039, -0.304460, -1.846521], [0.006025, -1.411923, -2.425427], [0.995195, -0.723050, -4.479745], [1.914583, 1.095344, -5.823201], [1.874109, 3.421690, -4.986039], [1.361163, 5.022417, -3.128683], [0.587789, 5.329782, -0.768664], [0.097337, 3.340662, 0.600286], [2.009857, 0.791698, 2.769094], [2.897511, 0.490264, 1.799265], [4.278370, 0.399007, 2.059579], [5.140111, 0.130693, 1.025647], [4.628113, -0.042367, -0.261583], [3.269981, 0.062149, -0.441605], [2.424693, 0.325741, 0.554817], [2.281105, 0.705061, 3.733776], [1.030457, 0.659504, 2.531361], [4.628195, 0.518713, 3.073125], [6.200484, 0.045754, 1.204282], [5.267564, -0.246310, -1.103133], [2.829305, -0.054946, -1.420428]], "atomic_forces_ev_per_a": [[-0.19, -0.68, 0.94], [0.33, 0.11, 0.20], [-0.07, 0.04, -0.13], [-0.18, 0.48, -0.22], [0.12, -0.18, 0.02], [-0.07, -0.23, 0.18], [0.57, 0.21, -1.32], [-0.51, 0.07, 0.08], [0.14, 0.04, -0.36], [0.08, 0.28, 0.01], [0.12, -0.24, 0.00], [0.34, 2.09, -1.07], [-0.20, -0.22, 0.16], [0.23, 0.05, 0.11], [-0.04, -0.21, 0.17], [-0.12, 0.13, 0.09], [0.02, 0.10, -0.15], [-0.13, -0.01, 0.31], [0.03, -0.23, -0.07], [0.02, 0.07, -0.19], [-0.34, -0.34, 0.32], [0.26, 0.25, -0.40], [-0.20, 0.02, 0.54], [0.11, 0.38, 0.00], [-0.04, -0.16, -0.16], [-0.20, -0.28, 0.31], [-0.20, -0.09, 0.38], [0.15, -0.01, -0.30], [-0.16, 0.15, 0.20], [-0.21, -1.02, 1.57], [0.29, -0.26, -0.81], [0.27, -0.17, -0.24], [-0.07, 0.11, 0.10], [-0.13, -0.12, -0.01], [0.05, 0.04, -0.13], [0.09, 0.07, -0.06], [0.02, 0.06, -0.01], [0.08, 0.04, 0.05], [-0.01, -0.10, -0.03], [-0.31, 0.05, 0.12], [0.28, 0.06, -0.08], [-0.01, -0.08, -0.08], [-0.29, -0.01, 0.07], [-0.13, 0.05, -0.19], [0.65, -0.01, -0.18], [-0.80, -0.33, 0.00], [-0.06, -0.03, -0.04], [0.24, 0.04, 0.34], [0.06, 0.06, 0.07], [0.10, 0.01, 0.06], [0.09, -0.04, -0.08], [-0.05, -0.05, -0.11]]}


No. 2
{"formula": "C20H22BN8Pt", "method": "ωB97M-V with the def2-TZVPD basis set", "multiplicity": 1, "homo_ev": [-11.23, -11.18], "orbital_gap_ev": [7.42, 7.59], "lumo_energy_ev": [-3.808, -3.590], "charge": 1, "de_lowest_kcal_mol": 64.2, "elements": ["Pt", "B", "N", "C", "C", "C", "N", "N", "C", "C", "C", "N", "H", "H", "H", "H", "H", "H", "H", "H", "N", "C", "C", "C", "C", "C", "C", "C", "C", "N", "C", "H", "H", "H", "H", "H", "H", "H", "H", "N", "C", "C", "C", "C", "C", "N", "H", "H", "H", "H", "H", "H"], "coordinates": [[0.291485, -0.052980, -0.624584], [-2.862989, 1.434735, 0.557382], [-2.728268, 0.709578, -0.846961], [-3.797959, 0.614857, -1.650435], [-3.452995, -0.077341, -2.796350], [-2.110650, -0.384964, -2.620703], [-1.690035, 0.090788, -1.443398], [-1.552195, 1.504914, 1.440385], [-1.536567, 2.190202, 2.595128], [-0.297340, 2.050480, 3.187320], [0.415231, 1.246549, 2.304080], [-0.353307, 0.918489, 1.262201], [-3.699511, 0.838596, 1.189343], [-3.184766, 2.579299, 0.330799], [-4.738711, 1.047604, -1.351948], [-4.084023, -0.316946, -3.633927], [-1.434712, -0.919616, -3.267510], [-2.413960, 2.722145, 2.925248], [0.039932, 2.471436, 4.118106], [1.427943, 0.882016, 2.382580], [2.642345, -0.940603, 0.189895], [2.309398, -2.026217, 1.015853], [3.267442, -2.685343, 1.739337], [2.952539, -3.806750, 2.527165], [1.670988, -4.263320, 2.593958], [0.653769, -3.610316, 1.863107], [-0.684836, -4.062356, 1.893733], [-1.636991, -3.435134, 1.150974], [-1.263656, -2.335661, 0.368981], [-0.029184, -1.875005, 0.323189], [0.961357, -2.483866, 1.066430], [2.021852, -0.141738, 0.333049], [3.610691, -0.655321, 0.213505], [4.290893, -2.331716, 1.700138], [3.736777, -4.296286, 3.088645], [1.414552, -5.128083, 3.191601], [-0.936747, -4.917258, 2.509408], [-2.666763, -3.761065, 1.148684], [-1.995144, -1.817261, -0.233731], [-0.327477, 3.196563, -0.865528], [0.645807, 2.813648, -1.708660], [1.271733, 3.752471, -2.554570], [2.262781, 3.348239, -3.402018], [2.657125, 2.002999, -3.425509], [2.024955, 1.140712, -2.581665], [1.042107, 1.525764, -1.730043], [-0.689057, 4.131755, -0.914950], [-0.855614, 2.519873, -0.345928], [0.951061, 4.784619, -2.516333], [2.740602, 4.066603, -4.055197], [3.431690, 1.649135, -4.088572], [2.288401, 0.091077, -2.551705]], "atomic_forces_ev_per_a": [[0.29, -0.73, -0.62], [0.00, -0.08, 0.10], [-0.02, -0.02, 0.04], [0.04, 0.01, 0.01], [-0.01, -0.01, -0.03], [-0.10, 0.05, -0.02], [0.17, -0.01, -0.30], [-0.04, 0.01, -0.07], [-0.01, 0.00, -0.01], [0.06, 0.02, 0.03], [-0.16, 0.02, 0.10], [0.18, 0.17, 0.38], [0.03, 0.03, -0.06], [0.00, -0.06, 0.01], [0.03, 0.00, 0.02], [0.01, 0.00, 0.02], [0.03, 0.02, 0.03], [0.00, -0.02, -0.03], [-0.02, -0.01, -0.01], [0.00, 0.01, -0.04], [-0.31, -0.19, -0.27], [-0.08, 0.05, -0.01], [0.03, -0.07, 0.03], [0.05, 0.02, 0.02], [-0.03, -0.02, -0.01], [-0.03, 0.05, -0.04], [0.02, -0.06, 0.04], [-0.03, -0.05, -0.05], [0.01, -0.16, 0.08], [-0.39, 0.50, 0.13], [0.02, -0.07, -0.11], [0.58, 0.41, 0.58], [-0.01, 0.02, -0.03], [-0.01, -0.01, 0.00], [0.00, 0.00, -0.03], [-0.01, 0.02, 0.00], [0.02, 0.01, 0.01], [0.00, 0.01, -0.01], [0.01, 0.00, 0.05], [0.09, -0.03, -0.13], [0.03, -0.04, 0.01], [0.09, 0.04, -0.07], [-0.02, 0.08, 0.00], [0.03, -0.01, -0.01], [0.06, 0.05, -0.08], [-0.52, 0.10, 0.21], [0.00, -0.01, -0.02], [-0.03, 0.03, 0.09], [-0.01, -0.02, 0.00], [-0.01, 0.00, 0.01], [0.00, -0.01, 0.02], [-0.05, -0.03, 0.03]]}


> Number 1 is which compound?

C20H22BN8Pt